Density functional theory data (the ωB97M-V functional and the def2-TZVPD basis) for a structure of composition C36H50BrMnN3OP2 in a non-equilibrium geometry.

```
94
Properties=species:S:1:pos:R:3:forces:R:3:lowdin_spin:R:1
Br -4.134101 -1.075899 0.863326 -0.6290 2.8469 0.5598 0.071
Mn -1.746150 -0.803981 0.734416 3.7960 -0.8919 -1.1003 4.674
P -2.040446 -1.978572 -1.790187 -0.5097 0.1905 1.1648 0.034
P 1.063514 -0.706179 -0.593190 1.1752 0.2955 0.1832 0.030
O 0.174266 -0.710092 2.421122 -0.7171 0.0536 -0.2318 0.024
N 0.471417 0.611082 5.579210 0.3499 0.5912 0.8618 0.001
N 0.132217 -0.403382 4.732508 -0.1767 -0.3603 -0.3371 0.002
N 4.050178 4.415023 -3.358345 -0.1681 0.5990 0.4246 0.001
C 2.899574 3.958396 -3.842262 0.1689 -0.4675 -0.2047 0.000
C 0.546354 4.218805 -0.985576 -2.6347 -1.2479 0.8153 0.006
C 0.355627 0.528540 7.025836 0.0446 0.0316 0.5553 0.000
C 1.923206 -2.328731 -0.302700 -0.6311 0.1171 0.1664 0.004
C 2.858058 0.244960 -2.738733 0.2300 0.0826 -0.2948 0.001
C -3.155756 -2.996199 5.133411 -0.1683 0.2225 -0.0182 0.000
C -3.447152 -1.109374 -4.158184 -0.3360 0.1318 -0.3533 0.001
C -4.464163 -3.528762 -1.931572 -0.4601 -0.5836 -0.0418 0.002
C -3.026384 -0.739092 -2.739324 0.2574 -0.1134 0.0155 0.004
C 1.144755 1.569891 4.912273 -0.6932 -0.3065 -0.0287 0.000
C -0.933486 -1.320070 5.007609 -0.3116 0.0093 -0.1631 0.000
C -2.878882 3.141971 -0.339063 -0.0086 -0.8206 0.0186 0.016
C 0.491601 -0.035296 3.444598 -0.0566 0.5211 -0.0980 0.002
C -3.163872 -1.761733 5.801986 0.0709 -0.3683 0.0431 0.000
C 3.200953 -2.688039 -1.047139 0.3528 -0.3910 -0.0618 0.001
C 1.732504 3.817640 -3.102566 -0.1276 0.4923 0.1220 0.001
C -3.133189 -3.352682 -1.211503 -0.2389 0.0893 0.1577 0.006
C 2.956415 4.699260 -1.237806 0.0634 0.2167 -0.0207 0.001
C -0.907399 -2.562941 4.372509 0.4094 0.1997 -0.2208 0.001
C 3.668788 0.218095 0.429148 0.4799 0.1845 0.0219 0.001
C 1.722283 4.306194 -1.786880 1.1489 -0.3679 0.0460 0.001
C 1.675950 2.783133 5.584198 0.2872 0.5564 0.1091 0.000
C 1.464922 -0.249073 -2.352926 -0.6088 -0.1289 0.0747 0.004
C 1.159111 1.227512 3.581951 -0.1706 -0.3086 -0.4993 0.001
C -3.214510 1.038818 0.712131 -0.6943 -0.0042 1.0959 0.026
C 4.070928 4.796668 -2.075607 -0.0262 -0.4323 0.0176 0.000
C 2.165604 0.462782 0.314516 -0.3402 0.1761 0.4018 0.004
C -1.204374 2.256317 1.200675 -0.7037 -0.3909 -0.4559 0.018
C -2.140451 1.271727 1.622114 -0.1884 0.2865 -0.2100 0.012
C -2.048627 -0.922554 5.743784 -0.2445 0.0008 -0.0924 0.000
C -0.531045 3.909247 -0.471834 2.0118 0.4275 -0.3791 0.000
C -1.566514 3.128349 0.165432 0.6147 0.1703 -0.2383 0.012
C -3.700159 2.002448 -0.183024 -0.2866 0.4063 0.1391 0.017
C -2.023442 -3.383866 4.404538 -0.4752 -0.2272 0.1924 0.000
C -0.856117 -2.757153 -2.958266 0.2212 0.3542 0.3603 0.006
C -1.345090 -4.023375 -3.636614 0.0335 -0.2532 -0.3330 0.002
H 0.736435 0.552701 -2.563089 0.1247 -0.2205 -0.1828 0.000
H 1.748685 0.457547 1.331636 0.1769 0.1303 -0.5277 0.000
H 0.207589 -0.506741 7.337699 0.0893 0.1490 -0.1069 0.000
H 2.832182 0.503822 -3.809017 0.0847 -0.0467 0.3049 0.000
H -1.591432 -4.812417 -2.921294 0.0477 0.1164 -0.1672 0.000
H 2.554449 2.570966 6.213873 -0.2741 -0.0575 -0.2213 0.000
H -2.539845 -4.279365 -1.205074 -0.2050 0.2796 -0.0684 0.000
H 1.987106 3.503033 4.817477 -0.0034 -0.2315 0.1937 0.000
H -3.368868 -3.146139 -0.149258 0.3260 -0.3350 -0.5761 0.003
H 3.441287 -3.729179 -0.799292 0.0031 0.1388 -0.1386 0.000
H -0.476826 1.136403 7.413437 0.1974 -0.2160 -0.2716 0.000
H -4.042839 -0.283642 -4.567208 0.0978 -0.1979 -0.0125 0.000
H 3.142353 1.159654 -2.197952 -0.0741 -0.3302 -0.1432 0.000
H -2.593015 -1.240064 -4.835677 -0.1409 -0.0296 0.2785 0.000
H 1.525058 1.846221 2.771409 0.1373 -0.2516 0.3079 0.000
H -2.371933 0.147026 -2.773669 -0.1383 -0.1465 0.0147 0.000
H -4.070098 -2.011044 -4.204848 0.2117 0.2384 0.0721 0.000
H -5.059514 -4.256695 -1.362118 0.0491 0.1302 -0.2608 0.000
H -4.352568 -3.927918 -2.948124 0.0140 0.1619 0.2660 0.000
H 3.104814 -2.631804 -2.135437 -0.0851 0.0109 0.1508 0.000
H -0.008421 -2.850319 3.829369 -0.2782 0.0269 0.1150 0.000
H 0.047232 -2.949816 -2.358606 -0.1993 -0.0664 -0.3227 0.000
H 2.936412 3.654424 -4.887928 -0.1393 -0.0533 0.1963 0.000
H 4.074482 -2.100365 -0.748194 -0.3315 0.0011 -0.0947 0.000
H 1.153910 -3.089137 -0.505180 0.2362 -0.0117 0.1402 0.000
H -3.164974 4.018351 -0.916715 -0.2478 -0.4674 -0.1709 0.000
H -2.021565 -4.337790 3.860400 0.0731 0.4263 0.3740 0.000
H 3.073172 4.871808 -0.164862 -0.2232 0.3359 -0.4283 0.000
H 4.190022 0.209933 -0.538697 -0.2252 -0.0959 0.4159 0.000
H 1.276344 0.911706 7.478566 -0.1554 -0.2088 -0.1231 0.000
H 0.863171 3.329786 -3.532025 -0.0145 0.3615 -0.0188 0.000
H -2.064234 0.038571 6.257281 -0.0721 -0.2367 -0.2237 0.000
H 1.980602 1.455683 -0.128389 -0.0218 -0.1285 0.1442 0.000
H -5.065815 -2.609705 -1.981773 0.3173 -0.1521 0.0138 0.000
H 3.910370 -0.706496 0.974639 -0.1584 0.2804 -0.2123 0.000
H 4.104673 1.048678 1.007658 -0.0827 -0.2677 -0.1201 0.000
H 2.100982 -2.350956 0.781302 -0.1292 -0.0598 -0.1332 0.000
H -2.047527 0.826006 2.643564 -0.0184 -0.1534 -1.1449 0.007
H -2.215046 -3.842375 -4.276568 0.1300 -0.0225 0.1522 0.000
H -0.542498 -4.402302 -4.273915 -0.1171 -0.0466 0.0154 0.000
H 0.936921 3.298861 6.216216 0.1041 -0.3654 -0.1876 0.000
H -0.173909 2.283756 1.562293 -0.6250 0.0661 0.3863 0.000
H 3.640770 -0.519260 -2.612049 -0.3406 0.3738 0.0338 0.000
H 1.190775 -1.114809 -2.973721 0.0636 0.3558 0.0961 0.000
H -3.886250 -0.448009 -2.115414 0.1830 -0.1898 -0.1822 0.000
H -0.585304 -1.994077 -3.698688 -0.0640 -0.1328 0.1379 0.000
H 5.032983 5.165503 -1.697559 -0.4423 -0.2315 -0.0892 0.000
H -4.042357 -3.647150 5.176437 0.5415 0.3721 -0.0234 0.000
H -4.704157 1.996652 -0.672322 1.0953 -0.4250 0.4305 0.001
H -4.041603 -1.450430 6.379312 0.3932 -0.1664 -0.2520 0.000
```
Forces are in eV/Å.

Summary:
Orbital gap (alpha / beta) = 5.740 / 6.004 eV
Spin multiplicity = 6
LUMO energy (alpha / beta) = -7.25 / -7.37 eV
Total charge = +2